1.
C33H34BN3O2RuS2 | the ωB97M-V functional and the def2-TZVPD basis

The geometry in ORCA input format:
```
! wB97M-V def2-TZVPD RIJCOSX def2/J DEFGRID3
* xyz 0 1
Ru 0.42 1.56 0.67
C -0.69 1.36 -2.29
N 0.45 1.99 -1.58
C 0.34 3.48 -1.73
C -0.18 4.21 -0.50
N 0.59 3.85 0.69
C 2.02 4.22 0.57
C 0.10 4.35 1.97
C -0.33 5.66 2.11
C -0.72 6.13 3.36
C -0.63 5.29 4.46
C -0.19 3.99 4.31
C 0.18 3.48 3.06
S 0.66 1.77 2.93
C 1.70 1.53 -2.20
C 1.93 1.75 -3.55
C 3.11 1.32 -4.14
C 4.06 0.66 -3.38
C 3.83 0.44 -2.03
C 2.66 0.89 -1.43
S 2.47 0.67 0.31
H -0.66 1.58 -3.36
H -1.62 1.73 -1.87
H -0.65 0.28 -2.14
H -0.31 3.72 -2.57
H 1.33 3.86 -1.98
H -1.23 3.96 -0.31
H -0.13 5.28 -0.73
H 2.12 5.30 0.43
H 2.50 3.69 -0.25
H 2.52 3.93 1.49
H -0.37 6.31 1.25
H -1.07 7.15 3.46
H -0.93 5.64 5.44
H -0.15 3.32 5.17
H 1.20 2.27 -4.15
H 3.28 1.50 -5.20
H 4.98 0.31 -3.83
H 4.57 -0.08 -1.42
N -6.89 0.82 0.95
C -5.74 0.84 0.87
C -4.31 0.86 0.77
C -3.58 1.90 1.33
C -2.20 1.92 1.22
C -1.51 0.91 0.54
C -2.25 -0.13 -0.01
C -3.63 -0.16 0.10
H -4.09 2.69 1.87
H -1.68 2.74 1.70
H -1.77 -0.94 -0.54
H -4.20 -0.98 -0.33
C -1.16 -7.09 -0.06
C 0.10 -6.36 -0.55
C 0.02 -6.24 -2.07
C 1.34 -7.21 -0.20
C 0.20 -5.00 0.14
C 0.29 -4.94 1.53
C 0.38 -3.74 2.23
C 0.38 -2.58 1.49
O 0.45 -1.28 1.90
B 0.41 -0.49 0.75
O 0.34 -1.35 -0.39
C 0.31 -2.63 0.11
C 0.22 -3.81 -0.59
H -1.24 -8.07 -0.54
H -2.05 -6.51 -0.30
H -1.14 -7.25 1.02
H -0.05 -7.24 -2.51
H 0.91 -5.76 -2.48
H -0.86 -5.68 -2.38
H 1.28 -8.18 -0.69
H 1.43 -7.37 0.87
H 2.25 -6.71 -0.54
H 0.28 -5.86 2.10
H 0.44 -3.71 3.31
H 0.17 -3.79 -1.67
*
```

The calculated total energy comes out at -68269.8732 eV. As for the relative energy (zero: lowest compared OMol25 entry of this formula, charge and spin): 109.0 kJ/mol.

Here are the Mulliken charges for atoms 1 to 6, given in e:
1 Ru -0.431
2 C -1.707
3 N 2.084
4 C -1.386
5 C -0.749
6 N 1.330

***

2.
C4H3ClOS2 | the ωB97M-V functional and the def2-TZVPD basis

The geometry in ORCA input format:
```
! wB97M-V def2-TZVPD RIJCOSX def2/J DEFGRID3
* xyz 0 1
C -1.12 -0.34 0.38
C 0.23 -1.11 0.11
C 1.36 -0.24 -0.04
C -0.97 1.17 0.04
H -1.18 -0.47 1.50
H 0.24 -1.94 -0.85
H 0.50 -1.82 0.82
O -1.78 2.00 -0.20
S 2.95 -0.70 -0.09
S 0.78 1.48 0.05
Cl -2.47 -1.24 -0.13
*
```

As for the SMILES: O=C1SC(=S)C[C@@H]1Cl. The calculated total energy comes out at -40435.6982 eV. As for the relative energy (zero: lowest compared OMol25 entry of this formula, charge and spin): 91.4 kJ/mol.

Here are the Mulliken charges for atoms 1 to 6, given in e:
1 C 0.146
2 C -0.699
3 C 0.109
4 C 0.440
5 H 0.253
6 H 0.295

***

Per-record HOMO-LUMO gap, Eh: 0.2484 0.3090
Per-record LUMO, eV: -0.7 -0.9